(1)
DFT (ωB97M-V/def2-TZVPD) results for an isolated ion of composition C5H4Cl2NO3 and charge -1 at a distorted geometry.

Calculated values
E_tot, a.u.: -1393.77204
ΔE to the lowest compared entry with this formula, charge and spin, kJ/mol: 0.0
Total charge: -1
Orbital gap, hartree: 0.279
E_LUMO, eV: 3.4
Maximum force, eV/Å: 3.9
Highest occupied orbital energy, eV: -4.1582

Geometry (Å):
O (-0.373, 2.762, 0.158)
C (-0.309, 1.584, -0.183)
C (1.024, 0.846, -0.371)
C (1.124, -0.305, 0.583)
C (0.095, -1.448, 0.336)
Cl (0.705, -2.998, -0.198)
O (-1.090, -1.449, 1.002)
C (-1.104, -0.885, -0.394)
O (-1.891, -1.426, -1.158)
N (-1.287, 0.713, -0.446)
Cl (-2.791, 1.208, 0.143)
H (0.864, 0.543, -1.400)
H (1.889, 1.386, -0.289)
H (2.094, -0.626, 0.590)
H (1.049, 0.095, 1.626)

(2)
DFT (ωB97M-V/def2-TZVPD) results for a 2-piece molecular cluster, C5H4ClF2O2 overall at a distorted geometry.

Calculated values
E_tot, a.u.: -1002.83649
ΔE to the lowest compared entry with this formula, charge and spin, kJ/mol: 0.0
Total charge: +1
Orbital gap (alpha / beta), hartree: 0.286 / 0.285
E_LUMO (alpha / beta), eV: -6.8 / -6.9
Maximum force, eV/Å: 5.7
Highest occupied orbital energy (alpha / beta), eV: -14.6169 / -14.6061

Geometry (Å):
C (0.386, -0.364, 0.322)
C (-1.852, -1.433, 1.262)
C (-2.590, -1.484, 0.232)
C (1.462, 1.544, 0.013)
C (1.714, 0.589, -1.120)
O (0.648, 0.697, 0.899)
O (0.808, -0.555, -0.829)
F (-3.904, -1.751, 0.309)
F (-2.269, -1.342, -1.023)
Cl (-1.582, -1.665, 2.828)
H (2.310, 2.038, 0.447)
H (0.710, 2.349, -0.083)
H (1.413, 1.005, -2.125)
H (2.747, 0.373, -1.130)